DFT (the ωB97M-V functional and the def2-TZVPD basis) results for 2 unconnected molecules or ions with the total composition C5H10O2 in a non-equilibrium geometry.

Bonds (Å) are listed after each position.
Cartesian coordinates (Å):
1 C 2.708 -0.297 1.501  C2 1.421, H7 1.057, H8 1.122
2 C 1.470 -0.710 0.937  C1 1.421, C3 1.408, H9 1.080
3 C 0.865 0.139 -0.010  C2 1.408, C4 1.367, H10 1.071
4 C -0.469 0.437 0.027  C3 1.367, C5 1.499, O6 1.393
5 C -1.084 1.414 -0.928  C4 1.499, H11 1.166, H12 1.128, H13 1.101
6 O -1.380 -0.331 0.748  C4 1.393, H14 0.981
7 H 3.315 -1.021 1.974  C1 1.057
8 H 2.780 0.823 1.502  C1 1.122
9 H 1.088 -1.692 1.174  C2 1.080
10 H 1.374 0.834 -0.646  C3 1.071
11 H -0.578 2.422 -0.631  C5 1.166
12 H -2.210 1.402 -0.987  C5 1.128
13 H -0.611 1.123 -1.879  C5 1.101
14 H -0.835 -0.601 1.518  O6 0.981
15 O -2.059 -1.636 -1.697  H16 0.945, H17 1.003
16 H -1.969 -0.707 -1.846  O15 0.945
17 H -2.406 -1.601 -0.757  O15 1.003

Properties
- HOMO level (hartree) = -0.303
- calculated total energy (eV) = -9439.653
- energy relative to the best compared isomer or geometry (same formula, charge and spin) (kcal/mol) = 78.2